1.
ORCA calculation (wB97M-V/def2-TZVPD) on a molecular structure, C2H6NO2S.

Last column: Löwdin charge in e.
Element x y z (Å)
H1 -0.628 -0.087 -1.965  0.002
O1 -0.510 -1.636 1.466  -0.148
H2 0.876 0.590 -2.791  0.021
O2 2.403 0.598 -0.082  -0.616
H3 -1.613 -0.178 0.403  0.099
H4 -0.096 1.502 -1.421  -0.014
H5 0.359 -1.598 1.718  -0.024
H6 -1.426 0.003 2.245  0.084
C1 0.287 0.564 -1.812  -0.256
N1 0.144 0.610 0.992  -0.351
C2 -0.901 -0.251 1.316  -0.498
S1 1.105 -0.117 -0.069  0.701

Results
2S+1	1
orbital gap	7.074	eV
total charge	-1
DFT total energy	-683.177968	Eh
HOMO energy	-2.99	eV


2.
ORCA calculation (wB97M-V/def2-TZVPD) on a single C2H2Cl2S molecule.

Last column: Löwdin charge in e.
Element x y z (Å)
Cl1 -2.830 -0.532 -0.013  0.481
H1 1.075 0.931 0.269  -0.030
S1 -0.032 -1.084 -0.122  0.871
C1 1.223 -0.057 0.168  -0.996
H2 -1.101 1.068 -0.545  0.014
Cl2 2.888 -0.499 0.206  0.561
C2 -1.224 0.173 0.037  -0.901

Results
2S+1	1
orbital gap (alpha / beta)	8.126 / 6.889	eV
total charge	0
DFT total energy	-1395.854600	Eh
HOMO energy (alpha / beta)	-8.41 / -7.70	eV


3.
ORCA calculation (wB97M-V/def2-TZVPD) on a molecular structure, C5H10O2.

Last column: Löwdin charge in e.
Element x y z (Å)
H1 -0.210 1.480 1.136  0.094
H2 0.301 -1.569 0.089  0.160
H3 2.929 -0.855 0.347  0.115
C1 -2.303 -0.556 0.037  -0.043
H4 -0.898 0.341 -1.199  0.143
H5 1.010 1.269 -0.804  0.117
H6 -2.623 -0.789 1.054  0.084
O1 -1.051 1.404 0.652  -0.013
C2 -1.003 0.198 -0.073  -0.430
C3 2.309 0.048 0.340  -0.129
H7 -2.219 -1.474 -0.556  0.083
O2 1.196 -0.091 1.271  -0.093
H8 2.924 0.919 0.597  0.116
C4 0.340 -0.473 0.164  -0.304
H9 -3.055 0.085 -0.435  0.084
C5 1.273 0.206 -0.798  -0.108
H10 1.080 -0.142 -1.823  0.125

Results
2S+1	1
orbital gap	10.930	eV
total charge	0
DFT total energy	-346.914533	Eh
HOMO energy	-9.92	eV


4.
ORCA calculation (wB97M-V/def2-TZVPD) on a single C21H20N2O4S molecule.

Last column: Löwdin charge in e.
Element x y z (Å)
C1 1.415 2.893 -4.828  -0.087
C2 -1.940 0.323 -0.429  -0.033
C3 -0.304 0.968 -2.073  -0.121
H1 2.476 2.722 -5.032  0.132
C4 -1.093 -4.613 3.215  -0.141
H2 -2.408 1.014 -2.411  0.124
C5 0.232 -2.454 3.246  -0.203
C6 -1.116 -3.029 1.317  -0.185
C7 -1.632 0.787 -1.696  0.009
H3 0.418 -5.057 5.383  0.113
H4 1.528 2.579 -2.744  0.140
H5 1.753 0.747 -1.479  0.116
C8 0.341 6.434 -4.808  -0.061
N1 1.063 2.249 -3.575  0.081
H6 -1.712 -2.513 0.562  0.115
H7 2.282 7.224 -4.059  0.118
H8 -2.580 -4.585 1.642  0.117
C9 0.719 0.651 -1.182  -0.010
H9 -2.959 0.184 -0.104  0.117
O1 2.123 5.184 -4.351  0.043
C10 1.628 6.434 -4.372  -0.124
C11 0.410 0.176 0.080  -0.040
H10 0.804 2.419 -5.599  0.130
O2 -0.742 1.170 -4.402  0.076
C12 1.142 4.360 -4.789  -0.266
H11 2.631 -1.408 5.388  0.103
N2 -0.417 -2.013 2.078  -0.168
H12 -0.908 4.693 -5.440  0.114
H13 -0.299 7.284 -4.926  0.100
C13 -0.914 0.025 0.446  -0.267
H14 -0.368 -3.651 0.813  0.139
H15 -1.688 -5.061 4.014  0.120
O3 -2.683 -0.800 2.211  -0.275
H16 1.413 -0.681 3.376  0.100
C14 -1.993 -3.878 2.229  -0.162
H17 2.131 -3.611 6.401  0.100
C15 1.604 -3.284 5.517  -0.087
S1 -1.272 -0.558 2.105  0.702
C16 0.642 -4.094 4.945  -0.042
H18 -2.677 -3.211 2.756  0.111
H19 -0.577 -5.430 2.698  0.125
C17 -0.059 -3.697 3.814  -0.155
C18 0.022 5.081 -5.077  -0.017
C19 -0.035 1.465 -3.460  -0.452
O4 -0.671 0.338 3.043  -0.264
H20 1.182 -0.083 0.789  0.115
C20 1.882 -2.051 4.951  -0.076
C21 1.208 -1.642 3.817  -0.024

Results
2S+1	1
orbital gap	8.732	eV
total charge	0
DFT total energy	-1620.894710	Eh
SMILES	O=C(NCc1ccco1)c1ccc(S(=O)(=O)N2CCCc3ccccc32)cc1
HOMO energy	-8.59	eV


5.
ORCA calculation (wB97M-V/def2-TZVPD) on 8 unconnected molecules or ions with the total composition C14H39Br2N2O7.

Last column: Löwdin charge in e.
Element x y z (Å)
H1 -1.410 0.478 -2.336  0.063
C1 4.972 3.824 6.852  -0.159
H2 1.673 2.543 0.374  0.067
Br1 4.491 -3.234 0.302  0.700
H3 1.815 -1.885 2.595  0.183
H4 -2.494 1.614 -0.663  0.069
H5 -4.708 -0.021 -2.984  0.055
H6 -2.759 -1.708 3.138  0.076
Br2 1.322 -3.881 -1.434  0.719
H7 1.501 -4.482 1.170  0.119
O1 3.730 4.179 6.263  -0.146
H8 -5.658 1.457 -3.280  0.083
H9 -5.189 -0.886 -6.380  0.081
N1 0.804 -1.394 -0.217  -0.198
N2 2.232 -2.639 1.991  0.006
H10 2.811 -1.390 -1.213  0.114
C2 -2.631 1.854 -1.721  -0.148
C3 1.151 3.318 0.938  -0.152
H11 -1.809 -2.002 -4.392  0.066
H12 2.442 -0.033 -0.017  0.139
H13 4.811 3.060 7.617  0.079
C4 -2.091 -1.335 2.264  0.100
O2 2.050 1.898 3.604  -0.162
H14 -6.322 -0.128 -3.752  0.077
H15 -4.016 -1.414 -5.147  0.056
H16 1.614 2.594 4.117  0.088
H17 5.629 3.426 6.078  0.077
O3 -0.234 3.250 0.636  -0.134
H18 -3.493 -0.351 -6.490  0.081
C5 2.293 -1.178 -0.204  -0.213
H19 5.434 4.708 7.299  0.081
C6 3.436 1.963 3.905  -0.152
H20 -0.685 -3.057 -0.071  0.135
H21 1.005 -0.095 1.608  0.121
H22 -1.973 2.678 -2.007  0.080
C7 -5.716 0.401 -3.013  -0.172
O4 -6.317 0.282 -1.732  -0.127
H23 -0.629 -2.548 -3.174  0.023
C8 0.253 -0.425 0.781  -0.188
C9 0.449 -2.815 0.059  -0.553
H24 1.300 3.149 2.007  0.052
C10 3.092 -1.946 0.972  -0.582
H25 -0.006 0.551 0.190  0.133
C11 -4.151 -1.176 -6.205  -0.170
H26 2.762 -3.254 2.652  0.186
O5 -0.496 -3.446 -5.024  -0.123
C12 1.077 -3.426 1.432  -0.154
O6 -3.854 -2.317 -6.992  -0.121
H27 3.702 -1.140 1.557  0.127
H28 -0.108 -1.486 -4.519  0.085
H29 1.542 4.298 0.655  0.086
H30 -3.668 2.143 -1.895  0.073
H31 0.425 -3.691 -4.861  0.070
H32 3.957 1.188 3.340  0.067
O7 -2.333 0.712 -2.510  -0.143
H33 3.586 1.795 4.974  0.073
H34 -0.674 3.944 1.147  0.089
H35 3.169 4.528 6.970  0.084
C13 -1.088 -0.871 1.528  -0.075
C14 -0.773 -2.304 -4.229  -0.170
H36 -2.931 -2.552 -6.819  0.068
H37 3.827 2.943 3.622  0.087
H38 -6.355 -0.661 -1.522  0.078
H39 0.210 -3.605 2.166  0.147

Results
2S+1	1
orbital gap	7.956	eV
total charge	+1
DFT total energy	-6340.470372	Eh
HOMO energy	-11.43	eV


6.
ORCA calculation (wB97M-V/def2-TZVPD) on 4 unconnected molecules or ions with the total composition C4H16O4.

Last column: Löwdin charge in e.
Element x y z (Å)
C1 -15.634 -16.375 7.865  -0.313
H1 -15.189 -19.875 7.455  0.063
O1 -16.865 -16.637 7.190  -0.088
H2 -16.912 -17.596 7.190  0.037
H3 -17.045 -20.711 4.739  0.029
H4 -15.416 -17.123 8.627  0.071
H5 -17.022 -20.961 6.231  -0.016
H6 -14.191 -17.529 6.514  0.061
H7 -15.116 -19.664 12.288  0.064
H8 -14.120 -17.592 12.865  0.105
H9 -13.649 -16.171 7.461  0.065
H10 -16.349 -18.735 13.017  0.069
O2 -14.113 -17.410 10.807  -0.085
H11 -15.657 -15.425 8.398  0.115
H12 -16.347 -19.743 8.421  0.060
O3 -16.075 -19.521 7.530  -0.023
H13 -15.468 -16.606 12.078  0.114
H14 -14.499 -15.856 6.021  0.070
H15 -16.320 -18.909 11.258  0.059
C2 -15.699 -18.756 12.141  -0.089
O4 -17.394 -21.292 5.414  -0.057
C3 -14.485 -16.541 6.868  -0.093
H16 -13.551 -18.188 10.780  0.082
C4 -14.812 -17.476 12.032  -0.300

Results
2S+1	1
orbital gap	9.794	eV
total charge	0
DFT total energy	-462.915088	Eh
SMILES	CCO.CCO.O.O
HOMO energy	-9.68	eV


7.
ORCA calculation (wB97M-V/def2-TZVPD) on a molecular structure, C29H43N6O2V.

Last column: Löwdin charge in e.
Element x y z (Å)
H1 4.771 1.194 0.469  0.071
O1 2.547 0.619 1.090  -0.217
C1 5.403 0.434 0.012  -0.032
H2 6.416 0.558 0.398  0.091
C2 3.190 -2.095 -1.230  0.071
C3 4.888 -1.222 1.837  -0.034
H3 5.589 -3.013 -0.118  0.092
H4 3.663 -3.327 -3.733  0.092
H5 1.680 -0.060 6.220  0.115
C4 -3.661 1.473 -0.199  0.055
H6 1.693 -1.831 -4.495  0.095
C5 -4.414 -0.586 -1.458  -0.555
C6 3.492 -1.160 -0.241  -0.078
H7 -6.365 -1.413 -1.015  0.091
H8 4.243 -0.514 2.355  0.067
H9 -1.995 3.371 2.928  0.066
O2 -0.491 2.420 1.309  -0.219
C7 5.884 -1.979 -0.300  -0.060
H10 2.670 -4.722 -4.141  0.091
H11 -3.545 -2.563 -1.124  0.090
N1 1.963 1.272 4.167  0.102
C8 -3.185 3.625 1.110  -0.535
N2 1.885 2.375 3.427  -0.074
H12 -4.073 0.419 -3.361  0.093
C9 1.758 3.403 4.275  -0.144
V1 1.167 1.741 1.485  1.176
C10 2.918 -4.023 -3.342  -0.060
C11 1.099 -0.558 -0.311  -0.158
H13 1.074 -4.870 -1.484  0.094
H14 -3.663 2.797 3.063  0.094
H15 1.554 1.260 7.248  0.116
C12 -5.591 -0.837 -0.506  -0.038
H16 -2.435 4.799 -0.560  0.096
C13 -3.025 3.573 2.636  -0.034
H17 5.995 -1.832 -1.376  0.092
C14 1.912 -2.276 -1.791  -0.137
H18 -5.662 -0.342 -3.211  0.091
C15 4.902 -0.984 0.320  -0.535
H19 -5.332 1.174 -2.379  0.081
H20 6.866 -1.833 0.152  0.091
C16 -3.333 0.214 -0.734  -0.141
H21 -0.107 -1.598 -1.770  0.094
H22 -6.044 0.094 -0.164  0.079
C17 -1.092 0.538 0.071  -0.162
H23 0.448 -5.099 -3.122  0.091
H24 -4.887 4.925 1.252  0.092
C18 -1.492 1.764 0.648  -0.206
H25 5.430 0.609 -1.066  0.095
N3 2.052 0.853 6.463  0.162
H26 3.372 -4.599 -2.534  0.090
H27 0.069 -2.145 -3.875  0.074
C19 2.420 -0.388 0.196  -0.210
H28 -1.255 4.590 0.739  0.069
H29 -4.701 -2.477 -2.447  0.092
N4 0.242 0.312 0.264  0.067
H30 -1.778 -1.230 -0.955  0.087
C20 0.870 -1.503 -1.329  0.057
C21 -2.311 4.742 0.522  -0.033
H31 3.994 -2.709 -1.601  0.090
H32 -4.674 1.823 -0.331  0.100
C22 -4.896 0.218 -2.672  -0.037
H33 -5.270 -1.400 0.373  0.094
C23 1.645 -3.306 -2.890  -0.553
C24 -2.777 2.283 0.508  -0.079
C25 -3.895 -1.938 -1.948  -0.063
H34 -2.609 5.703 0.945  0.091
H35 -3.084 -1.824 -2.671  0.084
N5 1.892 1.693 5.382  -0.264
H36 -4.830 4.043 -0.269  0.092
H37 0.857 -3.333 -4.906  0.090
H38 4.544 -2.233 2.064  0.094
C26 1.029 -2.607 -4.110  -0.039
N6 1.788 2.995 5.532  0.160
C27 -2.042 -0.252 -0.594  0.061
H39 1.671 4.434 3.979  0.130
H40 -3.322 4.529 3.071  0.090
C28 -4.645 3.961 0.803  -0.059
H41 -0.286 -3.900 -2.056  0.075
H42 5.899 -1.116 2.234  0.090
C29 0.661 -4.355 -2.352  -0.036
H43 -5.333 3.224 1.221  0.090

Results
2S+1	4
orbital gap (alpha / beta)	6.699 / 6.032	eV
total charge	+1
expectation value of S²	3.816
DFT total energy	-2553.663244	Eh
HOMO energy (alpha / beta)	-10.18 / -10.88	eV